(1)
Molecular formula: C13H31BNO4
Method: DFT, ωB97M-V/def2-TZVPD

Results
spin multiplicity = 1
electronic energy = -894.30426 a.u.
frontier orbital gap = 0.355 hartree
E_LUMO = -2.868 eV
highest occupied orbital energy = -0.460 Eh
net charge = +1

Each line ends with the natural charge from an NBO analysis.
CARTESIAN COORDINATES (ANGSTROEM)
H 5.74451 -1.98079 0.74325  0.22
H 6.39729 1.05440 0.43518  0.22
O -6.79225 3.58507 -1.82369  -0.71
H -1.56276 -2.49294 -0.11703  0.45
C -0.46807 -0.86700 -0.79278  -0.23
H 3.60006 1.54537 -0.66463  0.19
H -0.91972 -0.77135 -1.78211  0.26
H -0.63127 -1.20905 2.28168  0.26
H -4.42979 1.18414 1.41694  0.21
H 3.99202 0.28999 1.90221  0.19
O -4.78501 1.68373 -1.29190  -0.76
N -1.26976 -1.59326 0.27084  -0.63
H 5.41994 0.01943 -0.64332  0.20
C -6.34521 2.69564 -2.83688  -0.09
C 1.14925 -1.48382 0.83424  -0.23
H -3.07983 0.33413 -1.08658  0.53
H 2.58392 -2.08826 2.44185  0.22
C -0.28829 -1.77618 1.40391  -0.23
H -0.14440 0.06126 -0.28333  0.22
C 4.94497 -0.13949 1.54526  -0.41
C 3.59369 -1.98849 0.48898  -0.40
C -4.90195 2.30028 -2.58612  -0.10
H -6.38438 3.28778 -1.00455  0.47
C 4.45508 1.86397 -0.04631  -0.61
H 3.38689 -1.07001 -0.09369  0.19
H 4.13205 2.33406 0.89985  0.20
H 4.83351 -2.21550 2.30446  0.21
H 0.47771 -2.75063 -0.81246  0.20
B -2.51204 -0.74612 0.46730  1.32
H -5.22323 0.82674 -1.33788  0.48
H -6.45178 3.19270 -3.80074  0.20
H 1.67865 -1.42543 -1.37378  0.26
H -3.09073 1.65861 2.49115  0.21
C 5.39160 0.64116 0.26896  -0.41
H 5.71988 0.03940 2.31458  0.22
H 5.00959 2.64967 -0.58987  0.22
H 2.09749 -3.39313 1.35074  0.21
H 1.38580 -0.44263 1.11933  0.22
C 0.86532 -1.71867 -0.70602  -0.40
H -0.33543 -2.86460 1.60013  0.22
H 3.71543 -2.84709 -0.19015  0.22
O -2.92717 -0.25608 1.68900  -0.71
C -3.34377 1.13796 1.55706  -0.25
H -4.54043 1.60793 -3.35283  0.17
C 4.86961 -1.67929 1.34215  -0.39
O -3.29523 -0.52051 -0.69211  -0.94
H -2.80453 1.64671 0.73944  0.18
C 2.33822 -2.31296 1.39102  -0.40
H -6.99154 1.80938 -2.81775  0.16
H -4.26398 3.18377 -2.57305  0.19

=====

(2)
Molecular formula: C24H26BCl50O2
Method: DFT, ωB97M-V/def2-TZVPD

Results
spin multiplicity = 1
electronic energy = -24114.82187 a.u.
frontier orbital gap = 0.243 hartree
E_LUMO = 1.548 eV
highest occupied orbital energy = -0.186 Eh
net charge = -1

Each line ends with the Löwdin charge.
CARTESIAN COORDINATES (ANGSTROEM)
Cl -2.30894 -0.20857 2.97567  0.51
Cl 2.65700 2.43238 11.41079  0.51
Cl 0.27409 -8.30227 -2.96920  0.57
Cl -0.98535 -1.72791 -0.00673  0.55
H 1.94723 0.36583 -3.04832  0.11
C 9.14248 -1.36318 -5.50782  -1.53
Cl -5.22800 5.79006 -4.15846  0.50
H 0.01403 -6.48343 -1.75379  -0.10
Cl 1.79479 4.17750 4.88806  0.50
O -0.57673 1.38119 -2.86307  -0.10
H 0.72757 3.03859 -2.57682  0.13
Cl -2.36885 4.48662 1.22376  0.55
Cl 5.10678 1.63452 -8.93731  0.51
C 2.23872 -0.28183 -0.93426  -0.05
C -0.34295 2.70435 -2.25833  -0.14
C -3.28220 -2.65436 -2.13230  -0.19
Cl 2.22299 1.93306 -8.68967  0.52
H 3.65767 2.92330 -10.26818  0.01
Cl 2.82205 -2.39522 -4.29188  0.59
C -9.16715 0.62051 4.70888  -1.51
C 3.59535 1.93864 -9.80660  -1.54
Cl -4.96301 -3.85890 0.48002  0.55
Cl -10.71367 0.64964 3.84866  0.52
C 2.60719 3.18855 6.10985  -1.52
Cl 9.98519 0.06783 -6.12136  0.51
Cl 3.36146 0.73750 -11.08616  0.51
Cl 5.07166 8.30331 9.38027  0.52
Cl -2.05683 -6.05654 -2.78694  0.48
Cl 6.44884 5.77671 8.94774  0.51
C -1.68459 4.90465 2.79967  -1.53
C 2.77091 -0.41973 0.27331  -0.22
Cl 5.04566 6.25908 11.45111  0.51
Cl -3.97441 3.27148 -4.90434  0.53
O 0.06394 0.86832 -0.71977  -0.19
C 1.04774 1.72379 11.61290  -1.54
H 1.14539 0.81401 12.20393  0.01
Cl 0.15843 -4.21765 -2.35395  0.57
Cl -0.74232 1.52777 4.71622  0.48
C -1.19684 -0.97156 -1.70002  -0.39
Cl -2.46467 -0.81131 -4.26293  0.52
C -6.57532 -3.38503 -0.07346  -1.53
Cl -6.69862 -1.62361 -0.19566  0.52
H -1.19514 3.42937 -2.58511  0.03
C 1.91784 -8.95005 -3.07856  -1.50
H 2.90063 -0.52494 1.40545  -0.01
C -2.23352 -1.48235 -2.54203  -0.61
Cl 4.81249 0.77329 0.58400  0.63
C 4.00906 -1.84198 -5.48129  -1.51
Cl -2.75365 6.01981 3.66246  0.49
C 6.35771 0.96825 1.43120  -1.51
Cl 6.41305 2.52186 2.28391  0.49
C -5.37038 2.90434 3.97771  -1.55
H -4.35897 -2.21551 -2.04100  0.05
Cl -8.20898 -0.78428 4.21903  0.53
C -3.35238 -7.13736 -6.42100  -1.53
Cl -1.84095 -7.44798 -5.55582  0.48
Cl -6.94727 -4.14413 -1.62913  0.52
B -0.13100 0.23272 -2.07267  -0.94
Cl 7.76315 -1.76345 -6.54261  0.50
Cl 0.58975 -0.15481 2.74433  0.57
C -0.68138 -5.65034 -1.74419  -1.54
Cl 5.30791 -0.93813 -4.68882  0.49
Cl 2.58763 -8.67615 -4.69354  0.53
Cl -3.19191 4.61112 -2.44479  0.56
Cl -1.22056 -5.39358 -0.07688  0.52
Cl -0.07098 5.60987 2.60997  0.51
H 3.04762 2.32419 5.61385  0.02
H 1.87560 -10.02420 -2.90241  0.02
Cl 7.71378 0.83334 0.29785  0.49
H 6.44756 0.17077 2.16806  0.01
H -3.29689 -3.37639 -3.04616  0.05
H -0.70932 -0.82315 4.58571  0.02
C -0.78345 -0.02160 3.85170  -1.49
Cl 3.22974 -0.84988 -6.72309  0.50
Cl -5.75228 2.16834 2.41283  0.51
Cl -5.49527 4.66878 3.88219  0.50
H -9.36991 0.54218 5.77626  0.02
Cl 0.35510 1.29560 10.04180  0.50
H -7.30430 -3.72954 0.65892  0.01
C 1.41419 -0.36552 -2.34052  -0.08
H -1.59424 3.99169 3.38758  -0.05
H 4.14883 6.14170 9.27920  0.00
H 0.19056 2.99760 -0.12086  0.12
Cl -3.75464 2.41639 4.51285  0.51
H -2.96439 5.38034 -4.65507  0.02
Cl -0.01862 2.83945 12.47983  0.51
H 4.44456 -2.71624 -5.96420  0.01
C -0.45270 2.21778 -0.68353  -0.17
Cl -3.59615 -8.33695 -7.70061  0.51
Cl -4.72174 -7.13764 -5.29932  0.52
H 9.83684 -2.20229 -5.52272  0.01
H -6.09176 2.55129 4.70890  -0.09
Cl 2.95548 -8.22290 -1.84293  0.54
Cl 1.44743 2.60942 7.31532  0.48
C -3.73641 4.83562 -4.11296  -1.53
H -3.00838 -3.18913 -1.15736  -0.02
Cl 8.61643 -1.10594 -3.83786  0.51
Cl -8.26690 2.11725 4.42101  0.58
H 1.42142 -1.46070 -2.69194  -0.01
H -3.28723 -6.15255 -6.88221  0.02
C 5.05759 6.56390 9.70736  -1.55
H -1.58267 2.22014 -0.45184  0.10
Cl 3.90572 4.10519 6.89018  0.51

=====

(3)
Molecular formula: C48H42GeIrN3O6P
Method: DFT, ωB97M-V/def2-TZVPD

Results
spin multiplicity = 6
electronic energy = -4992.44543 a.u.
frontier orbital gap (alpha / beta) = 0.256 / 0.225 hartree
E_LUMO (alpha / beta) = 0.085 / -2.358 eV
relative energy (zero: lowest compared OMol25 entry of this formula, charge and spin) = 0.000 eV
<S²> = 8.777
highest occupied orbital energy (alpha / beta) = -0.253 / -0.312 Eh
net charge = 0

Each line ends with the Löwdin charge.
CARTESIAN COORDINATES (ANGSTROEM)
C -3.06282 3.05997 -1.78249  -0.08
H -3.88303 -3.86015 -0.39054  0.09
C -1.42145 -2.72845 -3.34894  -0.51
H -2.24881 -5.71782 0.31015  0.12
H 5.56710 0.95956 0.40850  0.10
O -2.53456 -5.92406 -2.21957  0.11
H 1.98275 2.73786 0.49670  0.10
H 1.62076 4.18217 -5.40169  0.12
O -1.41378 -2.13114 -4.39717  0.10
C -0.82994 -2.94158 -1.07303  -0.46
C 3.58198 0.32146 0.91134  -0.11
H 3.21827 4.38343 1.84406  0.11
C 3.81477 -1.42028 -1.24051  -0.08
H 5.77668 -0.58712 -1.51119  0.10
C -5.18175 3.28051 -0.66332  -0.08
C 0.22650 2.70728 4.40263  -0.09
C 4.74841 0.29618 0.15558  -0.08
O -0.43469 -2.32346 -0.04593  -0.13
H -3.81991 -4.13508 1.34558  0.08
C 2.16016 4.52466 1.66204  -0.07
C 0.56311 2.08848 -2.90980  -0.20
H 3.50492 1.01949 1.73771  0.08
C 0.26512 -4.53245 4.02637  -0.10
C 1.46280 3.60088 0.90423  -0.10
C -1.98317 -4.66077 0.32857  -0.16
C 0.12844 -5.19817 -0.91947  -0.15
H 3.89970 -2.10022 -2.08112  0.10
Ir -0.55924 -0.19919 -1.09349  1.45
H -2.70460 2.71800 1.57007  0.10
H 2.13277 1.86794 -5.94731  0.12
H -0.38564 6.63613 2.38912  0.10
H 1.23543 -4.08815 -2.44403  0.07
C 1.66795 0.21244 -4.69401  -0.06
C 1.02621 0.82519 3.09461  -0.32
H -1.30479 -4.49317 1.16823  0.11
O -2.72450 -0.27997 -1.49758  -0.13
H -1.04603 -1.42162 3.74920  0.10
H -2.52097 -4.29622 -4.07873  0.17
H 0.49955 -5.58437 -3.03262  0.08
C 0.04555 3.07909 -2.04037  -0.33
C -0.57321 -3.44863 4.25724  -0.09
H -5.13027 3.09642 1.47720  0.11
C 2.64949 -1.39738 -0.48149  -0.15
H -2.49393 3.02755 -2.70311  0.11
H -1.62162 5.01077 1.01760  0.10
C 0.99263 -5.12106 -2.17487  -0.06
N -0.84381 -2.23942 -2.18803  0.07
H 3.06608 1.44605 5.74865  0.10
C 0.13625 5.78279 1.97327  -0.08
H 0.68911 5.86560 -3.86121  0.11
H 0.68459 -4.83701 -0.05119  0.11
H 2.27196 -3.17356 1.65884  0.09
H 2.07708 -0.52652 -5.37201  0.11
H 0.12203 -5.45659 4.57439  0.10
C 0.09996 4.40430 -2.38002  -0.07
H -2.97348 -2.75595 0.66477  0.06
C -1.19369 -4.39140 -0.96229  -0.30
H -0.29003 5.15304 -1.69945  0.11
C -4.43858 3.25057 -1.83325  -0.07
H 1.93515 -5.64576 -2.01493  0.08
O -2.19794 -0.07732 0.57195  -0.17
C -3.23379 -3.80212 0.48771  -0.05
C 0.09740 3.76524 0.66173  -0.37
H -0.76506 1.93490 2.67176  0.07
C -0.56577 4.85989 1.20140  -0.09
C -3.18178 2.89854 0.61294  -0.12
C -1.99396 -4.84343 -2.17599  -0.41
C 0.66053 4.81345 -3.60651  -0.06
H -0.15667 -6.23261 -0.72082  0.13
H 1.84737 -2.08359 -0.73400  0.07
N -2.03951 -3.97864 -3.25007  0.22
O -4.29162 -0.22502 0.01288  0.13
H -0.51098 3.48469 4.56415  0.10
P -0.63937 2.51889 -0.45476  1.06
C 2.08940 0.68585 3.99532  -0.12
H -4.92808 3.36671 -2.79230  0.11
C 1.29197 -4.42627 3.09602  -0.09
C -0.38424 -2.26110 3.55861  -0.10
C -4.55190 3.10016 0.56195  -0.07
C 1.69173 1.53433 -5.01420  -0.02
C 1.47323 -3.24152 2.39089  -0.11
H 2.03529 6.34144 2.80118  0.10
C -2.41967 2.89988 -0.55694  -0.37
C 2.51486 -0.53129 0.61376  -0.32
H 1.08138 -1.26697 -3.25190  0.07
C 1.09183 -0.20952 -3.47716  -0.12
C 0.64160 -2.14305 2.61778  -0.32
C 2.23522 1.56378 5.06284  -0.08
C 0.52748 0.68964 -2.60063  -0.26
H -1.37507 -3.52957 4.98147  0.10
C 1.17498 3.88065 -4.45954  -0.02
C 1.49484 5.61930 2.20139  -0.08
H -6.25431 3.42458 -0.70496  0.11
N -3.13899 -0.19421 -0.27634  -0.54
Ge 0.85753 -0.47362 1.64650  1.03
C 1.14679 2.50450 -4.13339  -0.16
H 1.42160 3.26368 6.09646  0.10
H 1.94934 -5.26959 2.91725  0.10
C 0.09386 1.83599 3.32594  -0.13
H 2.80101 -0.12585 3.87492  0.11
C 4.86744 -0.57300 -0.92182  -0.08
C 1.30708 2.58112 5.26267  -0.09

=====

> The lowest electronic energy belongs to which entry?

C24H26BCl50O2

=====

> Number 1 is which compound?

C13H31BNO4